Formula: C38H63B3FN15O5
Source: the OMol25 dataset
Level of theory: ωB97M-V/def2-TZVPD

Values from the calculation:
- Charge: 0
- HOMO energy: -9.37 eV
- Strongest force on any atom: 1.1 eV/A

Last column: Löwdin charge in e.
Positions of all 125 atoms, in Å:
C1 -1.0426 1.3610 -3.1618  -0.069
C2 0.4849 1.4089 -3.1510  -0.270
O1 0.9967 2.2222 -2.1155  -0.172
C3 1.1082 1.5187 -0.8921  -0.185
C4 1.5467 2.5086 0.1634  -0.186
O2 2.9078 2.3027 0.5184  -0.128
C5 3.2833 3.0431 1.6764  -0.065
B1 4.1294 2.2878 2.7679  -0.464
O3 5.1105 3.0604 3.3814  0.260
B2 4.9403 2.9814 4.7469  -0.336
O4 4.9079 1.7289 5.2933  0.263
B3 4.2083 0.7787 4.5577  -0.539
C6 3.7527 -0.5094 5.3267  0.001
C7 4.5978 -1.7488 5.0392  -0.381
C8 6.0365 -1.4451 4.6697  -0.033
F1 4.0380 -2.5159 4.0240  -0.020
O5 3.9752 0.9834 3.2094  0.322
H1 -1.4477 2.1767 -2.5771  0.078
H2 -1.4155 1.4789 -4.1724  0.066
H3 -1.4096 0.4152 -2.7875  0.040
H4 0.8343 1.8079 -4.0974  0.107
H5 0.8714 0.3955 -3.0589  0.108
H6 0.1807 1.0328 -0.6179  0.092
H7 1.8976 0.7697 -0.9770  0.131
H8 1.4080 3.4959 -0.2726  0.103
H9 0.9246 2.4361 1.0442  0.079
H10 3.9372 3.8475 1.3405  0.126
H11 2.4214 3.5432 2.1169  0.129
H12 4.7867 3.9770 5.3752  0.122
H13 2.7297 -0.7351 5.0296  0.121
H14 3.7106 -0.3349 6.3925  0.117
H15 4.6016 -2.3615 5.9352  0.137
H16 6.6664 -2.2858 4.9335  0.078
H17 6.1052 -1.3472 3.5917  0.096
H18 6.4260 -0.5876 5.2034  0.080
C9 0.7855 -1.8711 1.2444  -0.042
C10 -0.0039 -1.5493 0.0785  -0.258
N1 -0.6247 -1.2834 -0.8485  0.175
H19 1.7523 -2.2754 0.9543  0.091
H20 0.9676 -0.9878 1.8559  0.091
H21 0.2778 -2.6089 1.8568  0.048
C11 -3.7494 -2.1281 0.0361  -0.087
C12 -4.7358 -1.2265 0.6080  -0.264
N2 -5.5598 -0.5642 1.0540  0.126
H22 -3.8233 -2.1516 -1.0498  0.080
H23 -2.7401 -1.8299 0.2968  0.032
H24 -3.9026 -3.1380 0.4118  0.070
C13 9.1870 0.9593 3.8166  -0.063
C14 9.4304 -0.4644 3.9862  -0.288
N3 9.6108 -1.5884 4.1206  0.136
H25 9.0751 1.2064 2.7628  0.086
H26 8.2767 1.2575 4.3344  0.072
H27 10.0146 1.5407 4.2181  0.083
C15 -1.6848 4.7633 1.7919  -0.058
C16 -1.3789 3.3905 2.1547  -0.281
N4 -1.1452 2.2996 2.4224  0.133
H28 -1.0993 5.4583 2.3915  0.085
H29 -1.4528 4.9395 0.7429  0.085
H30 -2.7401 4.9722 1.9466  0.083
C17 0.1130 -5.7708 0.8547  -0.085
C18 -0.8802 -4.8773 1.4240  -0.268
N5 -1.6488 -4.1429 1.8563  0.151
H31 0.0379 -5.7733 -0.2296  0.029
H32 1.1229 -5.4641 1.1172  0.074
H33 -0.0247 -6.7940 1.1960  0.089
C19 -1.0972 -4.3448 -2.6183  -0.081
C20 -0.9028 -5.7847 -2.6745  -0.298
N6 -0.7519 -6.9216 -2.7244  0.147
H34 -0.4558 -3.8821 -1.8678  0.053
H35 -0.8747 -3.8962 -3.5817  0.057
H36 -2.1294 -4.1053 -2.3717  0.082
C21 -7.8568 1.9705 0.1067  -0.094
C22 -8.2711 3.3195 -0.2381  -0.282
N7 -8.5926 4.3894 -0.4969  0.129
H37 -8.1760 1.2606 -0.6540  0.081
H38 -6.7750 1.9004 0.1969  0.061
H39 -8.2855 1.6593 1.0564  0.071
C23 -7.4028 2.1183 4.6498  -0.068
C24 -6.8729 2.9892 3.6149  -0.281
N8 -6.4466 3.6744 2.8004  0.139
H40 -7.0855 2.4565 5.6341  0.083
H41 -8.4908 2.1111 4.6253  0.083
H42 -7.0482 1.0992 4.5055  0.085
C25 -11.6075 5.7843 0.8983  -0.079
C26 -12.0487 6.2809 2.1911  -0.298
N9 -12.3797 6.6818 3.2135  0.124
H43 -12.0563 4.8193 0.6716  0.082
H44 -11.8784 6.4718 0.0991  0.087
H45 -10.5257 5.6594 0.8692  0.043
C27 -0.4390 -6.3258 -6.6408  -0.063
C28 -1.3999 -5.4136 -6.0448  -0.274
N10 -2.1523 -4.6880 -5.5731  0.144
H46 -0.4510 -6.2399 -7.7255  0.082
H47 0.5680 -6.1043 -6.2888  0.063
H48 -0.6755 -7.3537 -6.3729  0.084
C29 2.8171 -8.0368 -3.1739  -0.079
C30 2.5772 -7.5241 -1.8388  -0.268
N11 2.3293 -7.0965 -0.8045  0.151
H49 2.2477 -8.9482 -3.3481  0.086
H50 2.5241 -7.3057 -3.9233  0.029
H51 3.8713 -8.2655 -3.3219  0.084
C31 4.7411 -4.2407 -3.3515  -0.073
C32 3.9508 -4.9419 -4.3468  -0.265
N12 3.3265 -5.4977 -5.1332  0.132
H52 4.8795 -3.2024 -3.6298  0.039
H53 4.2538 -4.2722 -2.3773  0.084
H54 5.7254 -4.6932 -3.2522  0.087
C33 6.9878 -2.9962 -7.1100  -0.062
C34 6.7690 -2.4951 -5.7635  -0.261
N13 6.5905 -2.1038 -4.7005  0.140
H55 6.4172 -3.9084 -7.2755  0.083
H56 6.6759 -2.2593 -7.8471  0.085
H57 8.0414 -3.2161 -7.2698  0.085
C35 -8.7403 8.1201 2.0418  -0.073
C36 -8.2100 8.9631 0.9836  -0.283
N14 -7.7948 9.6290 0.1481  0.123
H58 -8.3911 8.4522 3.0175  0.083
H59 -9.8288 8.1425 2.0563  0.063
H60 -8.4276 7.0842 1.9135  0.077
C37 3.0485 4.6130 -3.2115  -0.057
C38 2.6825 5.2969 -1.9838  -0.276
N15 2.3939 5.8372 -1.0143  0.137
H61 2.5192 3.6643 -3.2857  0.060
H62 2.7992 5.2169 -4.0824  0.084
H63 4.1177 4.4101 -3.2365  0.085